(1)
# C4H6NO4S

2 unconnected molecules or ions with the total composition C4H6NO4S (wB97M-V/def2-TZVPD, the Open Molecules 2025 dataset).

Computed properties:
orbital gap = 7.61 eV
max |F| = 3.92 eV Å⁻¹
ΔE to the lowest compared entry with this formula, charge and spin = 272.71 kJ/mol
highest occupied orbital energy = -3.81 eV
LUMO level = 0.140 Eh
E = -24759.3715 eV

The geometry in ORCA input format:
```
! RIJCOSX wB97M-V def2-TZVPD def2/J DEFGRID3
* xyz -1 1
C -1.744 -1.664 -0.608
C -0.668 -0.945 -0.584
C -0.469 1.830 0.164
C 0.052 -0.403 0.589
N -0.165 1.983 -1.011
O 2.023 0.416 -0.960
O -1.007 2.132 1.201
O 1.850 1.183 1.456
O 2.590 -1.213 0.641
S 1.695 -0.121 0.327
H -2.135 -2.062 -1.483
H -2.299 -2.122 0.267
H -0.193 -0.613 -1.529
H -0.200 -0.760 1.586
H 0.856 1.209 1.605
H -0.187 1.150 -1.663
*
```

=====

(2)
# C7H7N3O3

A single C7H7N3O3 molecule (wB97M-V/def2-TZVPD, the Open Molecules 2025 dataset).

Computed properties:
orbital gap (spin up / spin down) = 6.79 / 7.60 eV
max |F| = 4.37 eV Å⁻¹
ΔE to the lowest compared entry with this formula, charge and spin = 547.09 kJ/mol
highest occupied orbital energy (spin up / spin down) = -7.88 / -7.78 eV
LUMO level (spin up / spin down) = -0.040 / -0.007 Eh
E = -17978.6766 eV

The geometry in ORCA input format:
```
! RIJCOSX wB97M-V def2-TZVPD def2/J DEFGRID3
* xyz 0 1
C 1.425 0.373 0.533
C 2.012 1.804 0.299
C 0.018 0.775 0.137
C -0.929 -1.557 0.008
C 0.215 -2.234 -0.245
C -2.533 0.332 -0.008
C -1.072 -0.079 0.047
N -0.095 2.016 -0.291
N 1.825 -0.580 -0.461
N -2.766 1.369 -0.844
O -3.370 -0.213 0.655
O 1.099 2.619 -0.183
O 1.540 -1.915 -0.272
H 1.442 0.143 1.656
H 2.950 2.283 0.514
H -1.809 -2.053 0.181
H 0.260 -3.268 -0.467
H 2.760 -0.565 -0.639
H -1.974 2.037 -0.920
H -3.606 1.889 -0.738
*
```

=====

(3)
# C2H9NO4

3 unconnected molecules or ions with the total composition C2H9NO4 (wB97M-V/def2-TZVPD, the Open Molecules 2025 dataset).

Computed properties:
orbital gap = 10.18 eV
max |F| = 3.74 eV Å⁻¹
ΔE to the lowest compared entry with this formula, charge and spin = 120.47 kJ/mol
highest occupied orbital energy = -9.83 eV
SMILES = O=CNCO.O.O
LUMO level = 0.013 Eh
E = -11899.5806 eV

The geometry in ORCA input format:
```
! RIJCOSX wB97M-V def2-TZVPD def2/J DEFGRID3
* xyz 0 1
O 0.424 1.878 0.197
C -0.072 1.069 -0.628
N -0.567 -0.178 -0.233
C -1.142 -0.162 1.109
O -0.394 -1.124 1.839
H -0.176 1.405 -1.689
H -1.068 -0.630 -0.990
H -1.120 0.831 1.675
H -2.158 -0.570 0.984
H 0.525 -1.023 1.709
O -0.956 -1.096 -3.302
H 0.004 -1.471 -3.456
H -1.139 -0.519 -4.064
O 2.347 -0.063 1.458
H 1.831 0.746 1.133
H 3.185 0.267 1.902
*
```

=====

(4)
# H24O12

12 unconnected molecules or ions with the total composition H24O12 (wB97M-V/def2-TZVPD, the Open Molecules 2025 dataset).

Computed properties:
orbital gap = 11.26 eV
max |F| = 0.32 eV Å⁻¹
ΔE to the lowest compared entry with this formula, charge and spin = 289.21 kJ/mol
highest occupied orbital energy = -11.28 eV
SMILES = O.O.O.O.O.O.O.O.O.O.O.O
LUMO level = -0.001 Eh
E = -24958.6970 eV

The geometry in ORCA input format:
```
! RIJCOSX wB97M-V def2-TZVPD def2/J DEFGRID3
* xyz 0 1
O 15.335 17.837 -17.215
H 15.701 18.524 -17.772
H 16.065 17.565 -16.659
O 13.154 8.847 -10.982
H 13.704 8.085 -11.164
H 13.218 9.384 -11.772
O 11.361 11.376 -18.762
H 10.479 11.040 -18.923
H 11.577 11.072 -17.881
O 14.603 13.810 -9.773
H 14.182 13.418 -10.538
H 13.977 13.678 -9.061
O 12.999 13.084 -14.037
H 12.056 13.223 -13.949
H 13.336 13.918 -14.363
O 6.720 16.270 -14.276
H 6.243 17.095 -14.369
H 7.617 16.481 -14.536
O 15.873 19.822 -11.925
H 15.648 19.169 -12.588
H 16.830 19.834 -11.915
O 7.409 9.913 -14.328
H 7.245 8.972 -14.388
H 6.799 10.303 -14.953
O 9.235 11.332 -10.489
H 10.027 10.803 -10.590
H 8.812 11.297 -11.347
O 17.973 15.893 -13.882
H 18.748 16.450 -13.802
H 17.915 15.441 -13.040
O 10.937 18.175 -15.342
H 10.440 18.648 -16.010
H 11.829 18.141 -15.687
O 17.070 13.157 -18.923
H 17.058 13.630 -18.090
H 17.535 12.343 -18.729
*
```

=====

(5)
# C4H7NO

A single C4H7NO molecule (wB97M-V/def2-TZVPD, the Open Molecules 2025 dataset).

Computed properties:
orbital gap = 10.29 eV
max |F| = 0.57 eV Å⁻¹
ΔE to the lowest compared entry with this formula, charge and spin = 241.73 kJ/mol
highest occupied orbital energy = -9.32 eV
SMILES = CN1C[C@H]1C=O
LUMO level = 0.036 Eh
E = -7797.1391 eV

The geometry in ORCA input format:
```
! RIJCOSX wB97M-V def2-TZVPD def2/J DEFGRID3
* xyz 0 1
C 1.588 0.292 -0.467
N 0.626 0.376 0.608
C -0.617 1.055 0.491
C -0.554 -0.444 0.743
C -1.204 -1.255 -0.317
O -1.824 -2.267 -0.085
H 2.194 1.203 -0.421
H 1.179 0.192 -1.486
H 2.238 -0.567 -0.268
H -0.921 1.711 1.301
H -0.915 1.409 -0.506
H -0.644 -0.894 1.731
H -1.165 -0.822 -1.337
*
```

=====

(6)
# CH7NOSi2

A single CH7NOSi2 molecule (wB97M-V/def2-TZVPD, the Open Molecules 2025 dataset).

Computed properties:
orbital gap (spin up / spin down) = 8.39 / 8.39 eV
max |F| = 5.42 eV Å⁻¹
ΔE to the lowest compared entry with this formula, charge and spin = 369.29 kJ/mol
highest occupied orbital energy (spin up / spin down) = -8.63 / -8.63 eV
SMILES = [O-]/[N+]([SiH3])=C/[SiH3]
LUMO level (spin up / spin down) = -0.009 / -0.009 Eh
E = -20439.0553 eV

The geometry in ORCA input format:
```
! RIJCOSX wB97M-V def2-TZVPD def2/J DEFGRID3
* xyz 0 1
O 2.355 -0.598 -0.705
N 0.943 -0.584 -0.262
Si 0.082 -1.925 0.532
C 0.460 0.574 -0.580
Si -0.917 1.732 -0.058
H -0.666 -1.239 1.593
H -0.861 -2.402 -0.482
H 1.034 -2.908 0.997
H 1.200 1.124 -1.163
H -1.281 1.582 1.347
H -0.284 3.041 -0.268
H -2.064 1.601 -0.952
*
```